Computed, not measured: a single C11H13NSe molecule at a distorted geometry, with wB97M-V/def2-TZVPD.

The geometry in XYZ format:
```
26
Properties=species:S:1:pos:R:3
C -0.4426 -0.7800 -1.1294
C -1.0369 2.6511 -0.2138
C -1.3726 2.0777 -1.3776
C -1.7073 2.3088 0.9657
C -2.2001 0.8500 -1.3955
C -2.7269 1.3904 0.9391
C -2.9440 0.5789 -0.1330
C 1.7295 0.0814 0.9549
C 0.1645 -2.8383 0.0967
C 1.8475 -0.8911 -0.3183
C 0.4776 -1.5051 -0.5226
N -1.3260 -0.2127 -1.7860
Se -3.9904 -0.8648 -0.0220
H -0.1322 3.2249 -0.3444
H -0.9086 2.2955 -2.3570
H -1.6460 3.0235 1.8334
H -2.9552 0.8356 -2.3655
H -3.1667 1.3704 2.0361
H 2.7656 0.2780 1.3444
H 1.1729 -0.5700 1.7544
H 1.2130 1.0649 0.5825
H -0.8403 -2.7925 0.3509
H 0.8157 -2.9873 1.0322
H 0.4144 -3.5287 -0.6684
H 2.1216 -0.2774 -1.2552
H 2.5637 -1.6605 -0.1434
```

Results
Frontier orbital gap (alpha / beta): 6.50 / 6.45 eV
SMILES: CCC(C)=C=N[C@@H]1C=CC=CC1=[Se]
Energy: -78449.2529 eV
Energy relative to the best compared isomer or geometry (same formula, charge and spin): 3.439 eV
Charge: 0